(1)
Below is C33H26F5N5O7PPb as an isolated structure in a non-equilibrium geometry, with properties calculated with wB97M-V/def2-TZVPD.

Values from the calculation:
**Strongest force on any atom**: 4.81 eV/A
**LUMO level**: 0.052 Ha
**HOMO**: -0.210 hartree
**E**: -84546.15147 eV
**ΔE to the lowest compared entry with this formula, charge and spin**: 93.68 kJ/mol
**Charge**: -1
**Frontier orbital gap**: 7.1 eV

Geometry as XYZ:
```
78
Properties=species:S:1:pos:R:3:forces:R:3
Pb -0.767 -0.745 -0.744 -2.8214 0.0034 0.5886
P 0.530 5.155 3.488 1.4865 1.3061 1.0753
F -4.770 -6.012 0.241 -0.6207 -1.5570 0.9169
F -3.245 -2.034 -1.437 -1.0270 1.3402 -0.4767
F -0.183 -5.434 -0.554 0.2351 0.0551 -0.0699
F -1.987 -6.952 0.290 -0.9505 -0.5570 0.5333
F -5.273 -3.508 -0.315 0.4574 -0.6165 -0.0380
O 1.036 0.326 -1.186 -0.3952 0.9804 -0.4357
O -0.837 -2.915 -1.517 2.2729 1.1378 -0.9202
O -1.924 2.376 2.218 2.4478 -0.8224 3.5100
O 1.452 2.184 -5.327 -0.2941 0.2804 0.7650
O -0.466 2.597 -3.730 1.1229 1.0948 -0.2454
O 1.024 1.104 -7.218 -0.2932 -0.7039 0.8890
O -1.880 1.586 -2.470 -1.2928 -1.1827 1.8182
N 1.134 -1.486 0.603 0.2410 -3.0747 1.0079
N 2.099 -1.580 -0.352 0.5832 1.8475 0.2084
N -1.105 -0.852 -3.651 0.7940 0.6530 -0.4710
N -0.491 -1.774 -4.399 1.2505 1.7846 -0.9275
N -1.048 -2.035 1.982 0.4037 -0.2170 0.1612
C 3.240 -0.009 -1.744 0.6849 -0.6252 0.1238
C 4.500 0.112 -1.094 -2.0388 -0.2822 0.5136
C -2.228 5.488 3.378 -2.2918 1.4100 0.7741
C -2.408 -5.712 -0.021 0.0402 -2.0617 0.3661
C -1.437 -4.968 -0.557 1.0193 2.2094 -0.7724
C -3.691 -5.270 0.049 -1.2936 0.8972 -0.3876
C -2.182 -2.195 2.686 1.3207 -0.2537 -0.2320
C -0.652 0.329 -4.131 -1.0483 -1.2280 2.2450
C -2.225 -2.934 3.841 1.2212 -0.5259 1.3796
C 1.317 -2.288 1.621 0.6598 1.1610 -0.9621
C 0.280 0.182 -5.152 -0.2985 -1.4558 -0.7395
C 2.674 -2.941 2.000 -1.8462 -0.1745 1.0106
C -3.900 3.800 2.457 2.3254 1.5739 0.4935
C -3.062 -3.258 -1.008 1.6540 -0.6723 0.3690
C 0.240 -3.072 3.714 -0.6427 -0.2589 -1.9186
C -1.112 5.009 2.887 -1.4804 -4.2760 -1.6353
C -1.046 1.517 -3.321 0.5729 1.0240 -2.2612
C 5.425 1.005 -3.152 -0.5629 -0.0474 0.0592
C -1.715 -3.689 -1.051 -0.8854 -1.0512 0.3119
C -4.011 -4.003 -0.415 -0.7854 0.5192 0.1792
C 0.954 1.222 -5.982 0.9452 0.6996 -1.7735
C 3.114 0.334 -3.055 1.7073 0.6015 -1.0969
C -0.959 -3.460 4.236 -1.0540 0.5292 2.6705
C 4.212 0.842 -3.787 -0.5700 0.2199 0.7220
C 1.441 5.220 1.859 -0.1768 2.4483 0.7949
C 0.538 3.451 4.178 1.1055 -1.1360 -1.1218
C 2.000 -0.464 -1.074 3.0640 -0.5378 0.0777
C -1.350 3.724 1.944 0.2715 1.2682 1.0783
C -3.613 4.951 3.153 -0.6811 -2.1902 -1.0727
C 5.530 0.629 -1.803 2.1649 0.6180 -0.5153
C -2.700 3.292 1.624 -3.1180 -0.4163 -3.0973
C 0.146 -2.455 2.473 -1.3939 0.6929 -0.1462
C 0.385 -1.194 -5.302 -0.6291 -0.1971 0.2300
H 2.207 0.225 -3.581 -1.0225 0.0142 -0.2391
H 1.224 -3.328 4.032 0.1054 -0.4734 0.7536
H 2.506 5.052 1.919 0.1875 -0.6302 0.1424
H 4.014 1.246 -4.766 0.0999 -0.1875 -0.3321
H 0.926 4.624 1.138 0.2829 -0.0940 -0.8184
H 2.622 -4.054 1.925 0.1791 0.8448 -0.2322
H 1.422 6.362 1.607 -0.4132 -2.0575 0.1562
H -3.077 -2.978 4.569 0.7210 -0.2843 -1.2907
H -0.445 3.535 1.412 -0.2981 -0.0087 -1.3327
H -4.522 5.350 3.585 0.5546 0.6486 0.8077
H 1.449 3.131 4.717 -0.3347 0.4707 -0.3079
H 4.546 -0.095 -0.019 0.2024 -0.0860 -0.5273
H 3.482 -2.505 1.445 0.2035 -0.0456 -0.3988
H -0.888 -3.977 5.196 -0.3639 -0.1498 -0.2515
H -0.448 -2.697 -4.050 -0.2000 -1.0319 0.3369
H -2.898 2.878 0.597 -0.4409 1.2610 0.5720
H -4.838 3.228 2.649 0.7725 0.6995 -0.9150
H 0.338 2.716 3.386 0.3987 0.0130 0.0388
H 6.247 1.490 -3.674 -0.0117 -0.2136 0.1871
H 0.353 2.433 -4.355 0.0314 0.2030 0.0905
H -0.308 3.294 4.803 -0.6865 0.3833 0.8458
H 6.516 0.790 -1.346 -0.4917 -0.1305 0.0956
H 0.997 -1.764 -6.007 -0.4046 0.1820 0.4067
H 2.811 -2.721 3.090 0.1422 -0.1227 -0.8613
H -2.199 6.314 4.085 0.1092 0.0625 -0.0823
H -3.040 -1.744 2.269 -0.8823 0.4987 -0.4001
```
Forces are in eV/Å.

=====

(2)
Below is C33H26N10O8RuS as an isolated structure, with properties calculated with wB97M-V/def2-TZVPD.

Values from the calculation:
**Strongest force on any atom**: 0.90 eV/A
**LUMO level (spin up / spin down)**: -0.121 / -0.152 Ha
**Expectation value of S²**: 0.7548
**HOMO (spin up / spin down)**: -0.361 / -0.361 hartree
**E**: -79331.74152 eV
**ΔE to the lowest compared entry with this formula, charge and spin**: 109.29 kJ/mol
**Charge**: +1
**Frontier orbital gap (spin up / spin down)**: 6.5 / 5.7 eV
**2S+1**: 2

Geometry as XYZ:
```
79
Properties=species:S:1:pos:R:3:forces:R:3
Ru 0.041 0.067 0.069 -0.2775 -0.1148 0.3430
S 0.103 -0.430 -2.214 0.1075 0.0089 -0.1077
O 0.816 0.520 4.054 -0.0434 -0.1691 0.0174
O 0.014 0.302 2.021 0.0204 0.2322 -0.2692
O 3.964 0.423 -1.574 0.0599 0.2712 0.0724
O 1.978 0.322 0.017 0.2231 -0.0711 0.1307
O 5.858 -0.245 -0.803 0.0301 0.4091 -0.0826
O -1.966 6.132 -1.969 0.0029 -0.0008 -0.0069
O 6.852 -0.490 3.752 -0.1040 -0.2877 0.0627
O 5.441 0.224 5.221 -0.1275 -0.2863 0.0929
N -2.152 -0.057 0.125 -0.0499 -0.0032 -0.0046
N -2.806 4.190 -2.731 0.0049 0.0085 -0.0082
N 5.731 -0.136 4.097 0.3002 0.8282 -0.1932
N 4.686 0.134 -0.631 -0.3466 -0.6677 -0.1172
N -0.102 2.170 -0.124 -0.0475 -0.0183 -0.0504
N -1.616 0.223 -4.141 -0.0343 -0.0127 -0.0268
N 5.306 -1.961 1.450 -0.0460 -0.1289 0.0643
N 3.770 -3.708 1.232 -0.1353 -0.0326 0.0171
N -2.643 0.021 -2.233 0.0260 0.0807 0.0473
N 0.334 -2.022 0.421 -0.0818 0.1430 0.0057
C -1.422 -0.070 -2.843 -0.0729 0.0893 0.0364
C -1.966 4.923 -1.951 -0.0302 -0.0177 0.0080
C -1.019 4.179 -1.045 -0.0032 -0.0192 -0.0096
C -4.348 -0.584 -0.665 -0.0518 -0.0465 -0.0332
C 2.272 -4.962 -0.902 0.0194 0.0347 -0.0291
C 0.740 4.295 0.561 0.0138 -0.0052 0.0260
C -2.943 0.528 -4.366 0.0466 0.0062 -0.0286
C -2.655 -0.104 1.377 0.0658 0.0514 0.0495
C -0.543 0.273 -5.131 -0.0306 -0.0074 0.0029
C -3.587 0.417 -3.194 0.0200 0.0059 0.0115
C 1.316 -4.139 -0.117 0.0332 0.0171 0.0250
C 2.816 0.178 1.004 -0.0557 0.0002 -0.1706
C -3.022 -0.225 -0.876 0.0132 -0.0836 -0.0810
C 4.199 0.091 0.698 0.1612 0.1976 -0.0298
C 4.354 -4.044 0.068 0.0714 0.0313 -0.0394
C 6.038 -2.423 0.432 0.1716 -0.0692 -0.0632
C 3.429 0.157 3.354 0.0627 -0.0463 0.0298
C -3.974 -0.372 1.668 -0.0301 -0.0288 -0.0189
C 4.262 -2.688 1.877 -0.0129 0.0281 0.0413
C -0.428 -2.621 1.344 0.0535 -0.0422 -0.0020
C 4.737 -0.053 3.055 -0.1218 -0.2530 -0.0390
C -0.146 4.940 -0.274 -0.0008 0.0063 -0.0117
C -0.961 2.804 -0.931 0.0352 0.0705 0.0715
C -4.835 -0.662 0.624 0.0467 0.0100 0.0314
C -0.394 -3.984 1.554 0.0057 -0.0189 -0.0048
C 1.040 0.326 2.878 0.0612 0.0814 -0.0111
C 0.738 2.912 0.608 0.0559 -0.0068 0.0259
C 1.205 -2.761 -0.277 0.0446 -0.0495 -0.0338
C 3.603 -4.935 -0.830 -0.0108 0.0422 0.0308
C 5.589 -3.517 -0.286 -0.0598 -0.0222 -0.0231
C 5.185 -0.324 1.696 0.0228 0.1852 0.0786
C 0.469 -4.754 0.795 -0.0109 -0.0220 0.0455
C 2.420 0.163 2.368 0.0164 0.0211 0.0023
H 1.829 -2.226 -0.985 0.0064 -0.0299 0.0205
H -0.987 0.469 -6.102 -0.0011 0.0124 0.0053
H -1.623 2.167 -1.492 -0.0573 -0.1040 -0.0683
H 1.437 4.842 1.180 -0.0007 0.0015 -0.0067
H -4.616 0.606 -2.957 0.0230 -0.0083 0.0224
H -1.931 0.091 2.159 -0.0190 0.0022 -0.0045
H 0.161 1.063 -4.874 0.0011 -0.0051 0.0130
H -2.839 3.189 -2.741 0.0120 -0.0111 0.0054
H -0.018 -0.678 -5.153 0.0003 -0.0083 -0.0048
H -0.188 6.018 -0.354 -0.0015 -0.0012 -0.0027
H 1.428 2.383 1.248 -0.0116 -0.0301 0.0004
H -5.865 -0.938 0.801 0.0025 0.0022 0.0009
H -1.066 -1.980 1.931 -0.0065 0.0163 0.0133
H -4.989 -0.819 -1.500 0.0199 0.0067 0.0058
H 1.820 -5.663 -1.597 -0.0019 0.0182 -0.0149
H 6.132 -3.864 -1.154 0.0031 0.0072 0.0094
H -4.298 -0.378 2.699 -0.0043 0.0013 -0.0047
H -3.440 4.701 -3.322 -0.0008 -0.0039 0.0009
H 3.786 -2.347 2.788 -0.0225 -0.0168 0.0036
H 4.178 -5.554 -1.506 0.0124 -0.0148 0.0185
H 6.928 -1.868 0.180 -0.0077 -0.1622 0.0863
H 0.514 -5.827 0.934 0.0028 0.0098 0.0049
H 3.137 0.303 4.386 -0.0137 -0.0056 -0.0039
H -1.032 -4.427 2.305 -0.0003 0.0016 -0.0028
H 6.199 -0.012 1.486 0.0450 -0.0072 0.0218
H -3.310 0.804 -5.338 0.0101 0.0004 0.0071
```
Forces are in eV/Å.

=====

- Which value of charge does entry 2 give?
  +1

=====

- Look up the ΔE to the lowest compared entry with this formula, charge and spin of the second one.
  109.29 kJ/mol